8 unconnected molecules or ions with the total composition C58H130F6N7P at a distorted geometry, computed with the ωB97M-V functional and the def2-TZVPD basis.

As for the energy above the lowest of the compared OMol25 structures with the same formula, charge and spin: 2.0933 eV. As for the net charge: +6. The energy is -3609.7165 Ha. Its HOMO energy is -21.463 eV. The calculation puts the molecular weight at 1070.69 g/mol. The value obtained for the LUMO energy is -10.70 eV. Its spin multiplicity is 1. Its orbital gap is 0.3955 Eh.

Geometry as XYZ:
```
202
C58H130F6N7P (the ωB97M-V functional and the def2-TZVPD basis)
C -20.822 -17.180 29.717
H -23.561 -20.107 27.335
H -18.381 -23.112 21.557
H -15.601 -22.079 29.904
C -20.804 -14.812 30.090
H -18.184 -15.323 28.049
H -12.231 -24.326 27.822
H -21.777 -21.774 27.960
H -18.612 -13.699 21.118
H -17.555 -19.816 23.074
C -23.294 -17.860 19.058
H -18.616 -20.076 29.005
H -23.265 -17.481 22.294
N -19.388 -15.221 29.709
C -20.760 -22.909 21.028
H -25.189 -12.470 26.035
H -21.173 -17.610 30.658
H -26.148 -22.092 31.871
H -18.694 -14.996 31.626
C -18.906 -15.522 22.863
H -23.750 -16.925 18.730
H -25.851 -18.643 31.314
H -26.573 -22.285 30.138
H -23.064 -20.490 19.510
H -19.238 -14.379 24.695
H -20.843 -16.448 22.540
H -19.379 -20.653 27.757
C -23.468 -20.569 28.310
H -19.108 -13.734 28.175
H -22.841 -19.914 28.923
C -26.051 -20.264 16.497
C -20.916 -25.275 20.770
H -25.961 -18.535 21.105
C -25.089 -16.283 27.368
H -15.745 -23.450 28.179
C -26.163 -17.288 26.905
H -21.997 -25.116 20.892
F -23.253 -18.774 25.378
H -20.681 -11.722 23.633
H -18.334 -23.666 23.225
H -24.658 -18.697 16.597
H -15.285 -20.642 26.093
C -25.486 -19.002 18.607
H -24.132 -20.195 17.429
C -25.098 -15.332 24.464
H -19.008 -21.501 24.069
F -21.386 -19.989 26.156
C -17.144 -12.576 31.563
H -23.109 -22.684 27.687
H -24.554 -20.600 20.437
H -18.374 -18.344 27.303
H -18.007 -15.316 22.272
H -27.300 -12.911 24.841
H -19.905 -15.312 27.692
C -18.339 -14.617 30.667
C -23.922 -18.277 21.954
H -14.656 -20.639 29.532
H -22.938 -17.849 32.028
H -16.786 -21.301 23.603
H -18.025 -19.514 26.081
H -24.450 -18.586 22.858
C -19.927 -16.246 21.975
H -24.920 -16.361 24.781
H -13.898 -24.905 28.148
H -18.545 -11.986 21.323
H -24.548 -23.239 30.086
H -13.310 -22.213 28.473
H -26.158 -19.711 19.089
H -19.023 -17.076 30.818
P -21.641 -18.592 25.369
N -24.387 -18.722 19.625
H -21.801 -21.968 30.345
F -21.698 -17.705 26.754
H -16.389 -20.423 29.740
C -20.216 -25.105 22.102
H -27.197 -15.186 25.210
H -19.671 -17.291 21.787
H -26.606 -17.754 27.784
H -27.019 -16.853 26.392
C -26.153 -21.625 30.890
H -20.816 -26.254 20.311
H -20.290 -21.999 20.666
C -25.180 -14.823 26.928
C -26.546 -14.876 24.395
H -16.890 -13.507 23.340
H -22.719 -15.981 29.953
H -16.097 -18.199 26.626
C -18.339 -20.390 27.988
H -18.444 -16.212 23.572
H -22.665 -14.298 24.704
C -24.990 -18.092 20.899
H -18.900 -10.464 25.457
H -14.456 -20.011 27.421
H -19.165 -25.385 22.064
C -18.821 -22.968 22.544
N -20.221 -23.544 22.333
H -22.781 -15.517 26.015
C -22.781 -21.908 28.386
H -19.740 -11.921 25.783
H -19.515 -24.183 19.705
H -17.787 -22.485 28.590
H -26.166 -14.369 26.943
H -26.354 -12.990 23.388
H -17.193 -11.763 22.938
C -24.850 -20.768 28.980
H -22.914 -18.284 18.131
H -22.532 -17.811 19.827
H -22.226 -23.480 29.730
C -24.772 -18.781 31.268
C -17.483 -21.677 27.928
H -23.781 -22.766 31.598
H -27.011 -15.307 23.508
C -21.700 -15.923 29.583
C -23.716 -19.943 20.185
H -24.161 -17.837 33.213
H -26.403 -21.192 16.948
C -16.333 -19.033 27.293
H -17.422 -15.127 30.374
H -13.435 -22.163 26.775
C -17.608 -12.158 25.007
H -15.684 -22.946 26.536
H -18.666 -17.105 29.096
C -15.624 -21.115 29.402
C -24.959 -19.502 17.266
N -18.907 -12.907 23.165
H -17.628 -22.119 26.937
N -24.777 -21.186 30.426
C -17.445 -20.882 22.839
C -18.983 -11.494 25.118
H -23.122 -20.097 31.043
C -18.834 -21.510 22.995
H -20.148 -12.858 21.512
H -20.468 -14.186 23.534
C -23.906 -22.491 30.553
H -13.402 -24.523 26.556
H -23.240 -20.310 22.294
C -26.414 -13.371 24.409
H -16.878 -20.815 21.910
H -16.131 -18.579 28.270
F -21.518 -19.435 23.987
C -25.100 -13.072 25.132
N -15.981 -21.415 27.958
H -18.110 -12.800 29.632
C -19.358 -16.727 29.844
H -25.699 -20.568 15.509
H -20.941 -17.935 28.945
H -24.107 -16.728 27.202
C -19.071 -12.877 21.661
H -24.513 -15.140 23.566
C -24.162 -20.181 31.351
F -20.034 -18.318 25.314
C -13.284 -24.194 27.595
C -21.148 -23.288 23.493
H -26.707 -20.687 30.911
H -19.288 -10.803 23.099
C -23.060 -14.519 25.698
H -20.749 -25.555 22.931
H -19.547 -20.915 22.428
C -19.120 -14.812 28.259
H -24.542 -14.305 27.646
C -19.598 -11.660 23.694
C -17.822 -19.266 27.126
H -21.828 -15.892 28.492
H -17.357 -12.902 25.773
C -22.605 -22.456 29.784
H -21.003 -13.839 29.646
H -25.695 -18.031 26.260
H -19.204 -12.668 30.978
C -24.024 -17.760 32.132
C -17.464 -12.612 23.560
H -22.044 -19.256 21.445
H -25.294 -16.157 28.435
H -16.181 -12.504 31.048
N -24.548 -14.452 25.582
H -16.901 -13.087 32.495
H -25.497 -19.890 28.941
H -21.835 -22.747 21.109
C -15.470 -20.236 27.088
C -23.087 -19.550 21.538
H -17.293 -11.538 31.863
H -20.771 -14.738 31.177
F -21.916 -17.180 24.616
H -24.310 -12.654 24.511
C -19.380 -14.275 23.618
H -16.824 -11.481 25.357
H -24.234 -20.607 32.350
H -21.119 -23.816 19.110
H -22.194 -23.495 23.277
C -15.300 -22.694 27.525
H -22.670 -13.682 26.276
C -18.245 -13.097 30.676
C -13.768 -22.749 27.638
H -24.523 -18.425 30.258
H -25.464 -21.521 28.485
H -25.203 -17.092 20.515
H -20.873 -23.915 24.339
H -21.036 -22.244 23.771
H -20.060 -15.706 21.042
H -26.934 -19.675 16.239
H -26.010 -18.049 18.531
H -24.275 -16.729 31.884
C -20.552 -24.009 20.020
```